Here is a cluster of 10 separate species, C36H100N8O12 in total at a distorted geometry from the Open Molecules 2025 dataset. Energies are from ωB97M-V/def2-TZVPD.

For the molecular weight, the calculation gives 837.2 g/mol. Its frontier orbital gap (spin up / spin down) is 1.43 / 9.04 eV. As for the multiplicity: 2. For the HOMO energy (spin up / spin down), the calculation gives 0.740 / -6.933 eV. Its charge is -1. Its LUMO energy (spin up / spin down) is 2.2 / 2.1 eV.

Each line ends with the Löwdin spin population.
Atoms and positions in Å:
C  2.7423  -0.9412  5.2699  0.03
C  3.2160  0.2838  4.4847  0.02
O  4.4410  0.7033  5.0584  0.01
O  2.9236  -0.7769  6.6712  0.00
H  3.4906  -1.6873  5.0025  0.01
H  1.7765  -1.4052  5.0699  0.00
H  2.5720  1.1632  4.4797  0.00
H  3.2234  0.0737  3.4151  0.01
H  4.7423  1.4760  4.5749  0.00
H  3.8418  -0.4981  6.6405  0.00
C  0.5646  -1.1102  1.3434  0.04
C  1.0412  0.3084  1.1712  0.01
O  0.7511  0.7452  -0.1189  0.00
O  -0.7676  -1.5009  1.0602  0.01
H  0.7135  -1.3330  2.4000  0.01
H  1.2476  -1.6929  0.7253  0.02
H  2.1160  0.4195  1.3139  0.01
H  0.5182  0.8514  1.9584  0.00
H  -0.1737  0.5048  -0.2111  0.00
H  -0.7597  -2.3989  1.3996  0.00
C  -0.0413  -0.4326  -2.8471  0.01
C  -0.1700  -1.0725  -4.2945  0.00
C  -1.1508  -0.1383  -5.2004  0.01
O  -2.3686  -0.1655  -4.6069  0.00
C  -3.4764  0.3633  -5.3255  0.02
N  1.1125  -0.9115  -4.9708  0.01
H  -0.9518  -0.5011  -2.2518  0.00
H  0.2812  0.6031  -2.9538  0.00
H  0.7365  -0.8523  -2.2091  0.00
H  -0.5261  -2.1026  -4.2927  0.00
H  -1.1755  -0.5754  -6.1986  0.00
H  -0.7032  0.8526  -5.2768  0.01
H  -3.6260  1.4198  -5.1028  0.01
H  -4.4049  -0.1975  -5.2189  0.00
H  -3.2381  0.1861  -6.3743  0.00
H  1.8755  -1.0156  -4.3174  0.00
H  1.2109  -0.0230  -5.4410  0.01
C  -2.4323  1.7281  1.2741  0.00
C  -3.3463  2.6133  2.1113  0.00
C  -2.9177  3.0096  3.5250  0.00
O  -2.8616  1.8715  4.3240  0.00
C  -1.5695  1.2300  4.2672  0.00
N  -3.6213  3.8085  1.3068  0.00
H  -2.6128  0.6597  1.3923  0.00
H  -1.3734  1.9795  1.3344  0.00
H  -2.7112  1.8021  0.2230  0.00
H  -4.3079  2.1005  2.0897  0.00
H  -3.7134  3.5456  4.0422  0.00
H  -2.0484  3.6616  3.6109  0.00
H  -0.7219  1.8638  4.0067  0.00
H  -1.6804  0.3706  3.6060  0.00
H  -1.3265  0.7894  5.2342  0.00
H  -2.7401  4.2836  1.1733  0.00
H  -4.1808  4.5538  1.6962  0.00
C  0.3145  -6.7539  -5.2805  0.00
C  -0.1487  -7.1213  -3.8518  0.00
C  -0.7199  -5.9415  -2.9686  0.01
O  0.2850  -5.1778  -2.3070  0.03
C  -0.1641  -4.0858  -1.5103  0.02
N  -1.0909  -8.2227  -3.9969  0.00
H  0.5880  -7.5990  -5.9122  0.00
H  1.1286  -6.0291  -5.2838  0.00
H  -0.4798  -6.2019  -5.7829  0.00
H  0.6478  -7.6700  -3.3492  0.00
H  -1.2692  -6.4142  -2.1544  0.00
H  -1.3038  -5.2574  -3.5844  0.00
H  -1.0498  -3.6119  -1.9335  0.00
H  0.4903  -3.2184  -1.4244  0.01
H  -0.4224  -4.2465  -0.4636  0.01
H  -1.5988  -8.3742  -3.1372  0.00
H  -0.5091  -9.0360  -4.1387  0.00
C  2.8875  4.7119  5.2514  0.02
C  3.9397  5.2522  4.3170  0.01
C  4.0886  4.5358  2.9415  0.02
O  4.2642  3.1634  3.1973  0.01
C  4.8001  2.4753  2.1404  0.03
N  3.5198  6.6157  4.1705  0.01
H  2.7760  5.1717  6.2334  0.00
H  2.7813  3.6286  5.3091  0.00
H  1.8822  4.7784  4.8354  0.00
H  4.9700  5.2010  4.6692  0.00
H  4.9534  4.9288  2.4070  0.01
H  3.2346  4.6394  2.2722  0.00
H  5.5871  3.0488  1.6507  0.01
H  4.1361  2.2738  1.2998  0.01
H  5.0986  1.4768  2.4596  0.01
H  3.4025  7.0787  5.0604  0.00
H  4.2432  7.1933  3.7664  0.01
C  -0.6515  3.4879  -1.8929  0.02
C  -1.5472  4.5735  -1.3622  0.01
C  -0.7804  5.4106  -0.4028  0.01
O  -0.9180  4.7027  0.9015  0.00
C  0.2260  4.4958  1.6348  0.01
N  -2.0971  5.3894  -2.4166  0.00
H  0.4354  3.5600  -1.9337  0.01
H  -1.1139  3.1125  -2.8058  0.00
H  -0.7866  2.7402  -1.1114  0.00
H  -2.4616  4.1712  -0.9261  0.00
H  -1.1822  6.3965  -0.1691  0.00
H  0.2610  5.6420  -0.6260  0.01
H  0.9396  5.3196  1.6491  0.00
H  0.7303  3.6193  1.2278  0.00
H  0.0417  4.2986  2.6908  0.00
H  -2.7737  4.9199  -3.0013  0.00
H  -2.7143  6.1148  -2.0804  0.00
C  -3.6225  -2.0442  -0.9143  0.01
C  -4.1089  -2.9012  -2.0703  0.00
C  -3.5423  -2.5791  -3.4371  0.00
O  -3.7932  -3.6710  -4.2489  0.00
C  -4.3701  -3.3325  -5.5685  0.01
N  -3.8102  -4.2768  -1.6061  0.00
H  -3.7719  -0.9659  -0.9707  0.00
H  -2.6668  -2.2980  -0.4556  0.00
H  -4.2795  -2.2843  -0.0784  0.00
H  -5.1862  -2.8774  -2.2347  0.00
H  -2.4539  -2.5235  -3.4208  0.00
H  -3.9501  -1.6135  -3.7363  0.00
H  -4.4013  -4.2493  -6.1572  0.00
H  -3.9824  -2.4452  -6.0688  0.00
H  -5.4321  -3.1058  -5.4744  0.00
H  -4.1548  -4.7115  -2.4501  0.00
H  -2.8017  -4.3041  -1.6552  0.00
C  7.0873  2.1123  -3.1216  0.02
C  6.5883  0.6728  -3.4888  0.01
C  4.9864  0.5498  -3.2411  0.02
O  4.8224  0.9998  -1.9279  0.01
C  3.6236  0.4659  -1.4268  0.05
N  6.7998  0.2488  -4.9347  0.00
H  6.5938  2.9459  -3.6213  0.00
H  8.1188  2.3266  -3.4010  0.00
H  6.8927  2.3252  -2.0705  0.01
H  7.0881  0.0407  -2.7547  0.00
H  4.5494  -0.4403  -3.3704  0.01
H  4.4000  1.1774  -3.9122  0.01
H  3.8173  -0.4928  -0.9459  0.03
H  2.7965  0.3301  -2.1236  0.00
H  3.4145  1.2504  -0.6995  0.00
H  7.7692  0.2291  -5.2173  0.00
H  6.3443  0.8849  -5.5735  0.00
C  -1.6586  -3.2408  5.5507  0.01
C  -2.5999  -3.3276  4.2455  0.01
C  -3.4947  -2.0551  4.0480  0.00
O  -4.4851  -2.3365  5.0205  0.00
C  -5.2184  -1.1404  5.3735  0.00
N  -1.7901  -3.5322  3.0588  0.01
H  -0.8504  -3.9719  5.5342  0.01
H  -2.3704  -3.4351  6.3529  0.00
H  -1.3335  -2.2005  5.5370  0.00
H  -3.2771  -4.1595  4.4390  0.00
H  -4.0128  -2.2723  3.1139  0.00
H  -2.9821  -1.0932  4.0357  0.00
H  -4.5181  -0.3068  5.3215  0.00
H  -5.6116  -1.2606  6.3830  0.00
H  -6.1023  -0.8622  4.7996  0.00
H  -1.0493  -4.2181  3.0305  0.03
H  -2.3190  -3.6895  2.2128  0.01